{
  "formula": "C52H136N8O22",
  "method": "the ωB97M-V functional and the def2-TZVPD basis",
  "e_lumo_ev": 0.18,
  "max_force_ha_per_bohr": 0.073,
  "homo_ev": -8.43,
  "total_energy_ev": -113073.43412,
  "smiles": "COCCNCCOC.COCCNCCOC.COCCNCCOC.COCCNCCOC.COCCNCCOC.COCCNCCOC.COCCNCCOC.COCCNCCOC.OCCO.OCCO.O.O",
  "e_above_lowest_ev": 3.432,
  "species": ["C", "O", "C", "C", "N", "C", "C", "O", "C", "H", "H", "H", "H", "H", "H", "H", "H", "H", "H", "H", "H", "H", "H", "H", "C", "O", "C", "C", "N", "C", "C", "O", "C", "H", "H", "H", "H", "H", "H", "H", "H", "H", "H", "H", "H", "H", "H", "H", "C", "O", "C", "C", "N", "C", "C", "O", "C", "H", "H", "H", "H", "H", "H", "H", "H", "H", "H", "H", "H", "H", "H", "H", "C", "O", "C", "C", "N", "C", "C", "O", "C", "H", "H", "H", "H", "H", "H", "H", "H", "H", "H", "H", "H", "H", "H", "H", "C", "O", "C", "C", "N", "C", "C", "O", "C", "H", "H", "H", "H", "H", "H", "H", "H", "H", "H", "H", "H", "H", "H", "H", "C", "O", "C", "C", "N", "C", "C", "O", "C", "H", "H", "H", "H", "H", "H", "H", "H", "H", "H", "H", "H", "H", "H", "H", "C", "O", "C", "C", "N", "C", "C", "O", "C", "H", "H", "H", "H", "H", "H", "H", "H", "H", "H", "H", "H", "H", "H", "H", "C", "O", "C", "C", "N", "C", "C", "O", "C", "H", "H", "H", "H", "H", "H", "H", "H", "H", "H", "H", "H", "H", "H", "H", "O", "C", "C", "O", "H", "H", "H", "H", "H", "H", "O", "C", "C", "O", "H", "H", "H", "H", "H", "H", "O", "H", "H", "O", "H", "H"],
  "xyz": [[-1.0363, -1.7793, 14.8744], [-1.3030, -0.6557, 14.0246], [-1.3156, -1.1641, 12.6820], [-0.2883, -0.3788, 11.7663], [1.1277, -0.7978, 12.1909], [2.0137, 0.1291, 11.5099], [3.3952, -0.2144, 11.8766], [3.7498, 0.0217, 13.2594], [5.1744, -0.0204, 13.4918], [-0.0139, -2.1255, 15.0258], [-1.5145, -2.7115, 14.5735], [-1.4467, -1.6086, 15.8696], [-2.3462, -1.1350, 12.3282], [-1.1149, -2.2340, 12.6270], [-0.5006, 0.6350, 12.1057], [-0.5010, -0.3434, 10.6979], [1.2033, -0.6282, 13.1837], [1.9438, 1.2079, 11.6497], [1.7365, -0.0547, 10.4719], [4.0226, 0.4722, 11.3082], [3.5893, -1.2711, 11.6927], [5.6787, 0.7418, 12.8979], [5.6131, -0.9954, 13.2797], [5.3707, 0.1555, 14.5494], [-1.7779, 3.2333, -9.2615], [-3.0764, 3.2582, -8.8208], [-3.6733, 1.9622, -8.4285], [-4.0807, 1.0817, -9.6644], [-5.2401, 1.5601, -10.4920], [-5.1963, 0.8040, -11.7215], [-4.3266, 1.5486, -12.7363], [-4.7259, 2.8968, -12.8446], [-4.1096, 3.5563, -13.9192], [-1.2153, 2.6340, -8.5457], [-1.3492, 4.2354, -9.2652], [-1.4675, 2.7374, -10.1812], [-4.5879, 2.0931, -7.8501], [-3.1740, 1.3443, -7.6822], [-4.4013, 0.0891, -9.3482], [-3.1484, 0.8756, -10.1901], [-4.9476, 2.4960, -10.7338], [-6.1493, 0.5317, -12.1750], [-4.7270, -0.1792, -11.6874], [-4.4868, 1.1140, -13.7230], [-3.2923, 1.4288, -12.4138], [-3.0501, 3.5047, -13.6685], [-4.3478, 4.6195, -13.8888], [-4.4993, 3.2175, -14.8792], [5.0357, 3.7921, -1.4195], [6.3380, 3.2514, -1.3627], [6.2664, 1.7967, -1.2949], [7.5418, 1.1626, -0.7168], [8.6320, 1.4825, -1.6870], [8.4897, 0.6024, -2.8301], [9.6995, 0.7883, -3.7956], [9.5936, -0.3461, -4.7521], [10.8506, -0.5634, -5.3403], [4.5004, 3.2989, -2.2308], [4.9048, 4.8063, -1.7967], [4.5865, 3.6148, -0.4423], [5.9101, 1.4373, -2.2603], [5.4442, 1.5818, -0.6125], [7.4767, 0.0919, -0.5236], [7.9380, 1.4856, 0.2459], [8.6657, 2.4672, -1.9089], [7.6154, 0.8864, -3.4158], [8.3844, -0.4143, -2.4515], [10.6126, 0.6566, -3.2150], [9.8371, 1.7687, -4.2515], [10.8164, -1.5670, -5.7643], [11.6439, -0.5044, -4.5952], [11.0783, 0.1758, -6.1084], [1.7612, 0.9768, 3.9654], [0.4424, 1.0930, 3.6049], [-0.4907, 0.4863, 4.5191], [-1.4434, -0.3571, 3.6652], [-2.6096, 0.3132, 3.1106], [-2.4770, 1.2283, 2.0400], [-2.2563, 0.4928, 0.6405], [-2.5619, 1.1743, -0.5718], [-1.6562, 2.2424, -0.9726], [1.9771, 1.5479, 4.8683], [2.4205, 1.3873, 3.2006], [2.1510, -0.0370, 3.8737], [-0.9971, 1.2488, 5.1110], [0.0465, -0.1900, 5.1841], [-1.7063, -1.1174, 4.4007], [-0.8540, -0.9040, 2.9293], [-3.1501, -0.5286, 2.9716], [-1.6569, 1.9008, 2.2915], [-3.3575, 1.8687, 1.9874], [-2.6213, -0.5337, 0.6759], [-1.1740, 0.4087, 0.7394], [-2.1011, 3.2142, -1.1869], [-1.1697, 1.9374, -1.8991], [-0.9724, 2.5440, -0.1791], [-0.2099, 8.2785, 0.7188], [0.4843, 8.2795, -0.5792], [0.9605, 9.6183, -0.9766], [2.1050, 10.3247, -0.2185], [2.3041, 11.7018, -0.7682], [3.6413, 12.2465, -0.5615], [4.7858, 11.5582, -1.3061], [4.6074, 11.8065, -2.6972], [5.6578, 11.4844, -3.5399], [-1.1534, 8.8240, 0.7008], [0.4870, 8.7126, 1.4358], [-0.4428, 7.2768, 1.0799], [0.1327, 10.3150, -1.1090], [1.3939, 9.3696, -1.9453], [2.9585, 9.6518, -0.1352], [1.7250, 10.4912, 0.7894], [2.0081, 11.8802, -1.7173], [3.9128, 12.2523, 0.4942], [3.5579, 13.3306, -0.6386], [4.9170, 10.5467, -0.9218], [5.7823, 11.9368, -1.0781], [6.4838, 12.1555, -3.3046], [5.4523, 11.6969, -4.5890], [5.8758, 10.4490, -3.2778], [0.2092, -13.5412, 5.4022], [0.5467, -12.1497, 5.2632], [-0.2675, -11.2329, 6.0177], [0.2228, -9.7884, 6.0078], [0.0013, -9.0594, 4.7264], [0.6212, -9.6751, 3.5308], [0.4458, -8.8760, 2.2777], [0.9715, -7.5359, 2.4997], [0.7614, -6.6384, 1.4170], [0.0399, -14.0130, 4.4342], [-0.6999, -13.6575, 5.9922], [0.9452, -14.1634, 5.9113], [-0.2287, -11.5911, 7.0464], [-1.3082, -11.1903, 5.6963], [1.2682, -9.9348, 6.2796], [-0.1976, -9.2362, 6.8483], [0.6300, -8.2797, 4.8566], [0.0172, -10.5649, 3.3532], [1.6881, -9.8596, 3.6558], [-0.6061, -8.7798, 2.0087], [0.9400, -9.4758, 1.5134], [1.1980, -5.6639, 1.6358], [-0.3098, -6.4370, 1.4115], [1.0972, -6.8233, 0.3966], [2.9211, -3.6998, -14.5588], [2.6213, -4.7460, -13.6716], [3.5010, -4.9105, -12.5578], [3.1894, -3.9933, -11.2973], [1.9072, -4.1391, -10.7279], [1.8156, -3.0313, -9.6631], [2.8034, -3.0316, -8.5106], [2.3807, -2.0334, -7.4922], [1.4309, -2.4233, -6.5149], [1.9870, -3.2873, -14.9400], [3.4245, -4.0038, -15.4766], [3.3691, -2.7971, -14.1435], [4.5357, -4.8989, -12.9005], [3.3990, -5.9009, -12.1142], [3.4951, -2.9872, -11.5842], [3.9928, -4.1435, -10.5761], [1.1844, -3.9620, -11.4108], [0.8301, -3.1081, -9.2036], [1.8153, -2.0204, -10.0708], [3.8518, -2.8790, -8.7666], [2.7293, -3.9937, -8.0038], [0.4446, -2.6258, -6.9323], [1.3971, -1.6579, -5.7395], [1.7532, -3.3145, -5.9764], [-6.2579, -5.4663, 3.0411], [-6.7153, -4.2330, 3.6320], [-7.9443, -3.7245, 3.0533], [-9.1991, -4.6664, 3.1268], [-9.6846, -4.9410, 4.4718], [-11.1313, -5.1920, 4.3974], [-11.6825, -5.7077, 5.8261], [-13.0582, -6.0301, 5.9133], [-14.0156, -4.9703, 5.4970], [-6.7149, -6.4494, 3.1535], [-5.2474, -5.7188, 3.3624], [-5.9809, -5.2583, 2.0076], [-7.7023, -3.3315, 2.0658], [-8.1291, -2.8379, 3.6599], [-8.9579, -5.5555, 2.5443], [-9.9559, -4.1518, 2.5346], [-9.5147, -4.1813, 5.1153], [-11.2545, -5.9187, 3.5944], [-11.5778, -4.2755, 4.0117], [-11.3912, -5.0211, 6.6209], [-11.2293, -6.6502, 6.1331], [-14.0655, -4.1489, 6.2118], [-14.8945, -5.6096, 5.4141], [-14.0099, -4.6362, 4.4595], [9.4938, 2.2374, 6.9780], [8.3798, 2.3574, 7.9227], [7.6653, 3.6796, 7.8114], [8.3061, 4.5887, 8.5847], [10.1647, 2.8844, 7.2077], [7.6131, 1.6406, 7.6284], [8.5459, 2.0334, 8.9501], [6.7019, 3.6465, 8.3201], [7.4423, 3.9068, 6.7689], [8.0777, 5.5004, 8.3895], [-6.6211, 6.0757, -6.6378], [-6.0442, 7.0349, -5.7462], [-7.1992, 7.8095, -5.0908], [-7.7571, 8.7542, -6.0267], [-5.9729, 5.4967, -7.0456], [-5.4355, 6.5632, -4.9747], [-5.3271, 7.6761, -6.2589], [-6.8002, 8.3821, -4.2536], [-8.0354, 7.1764, -4.7942], [-8.0226, 8.2414, -6.7937], [0.4984, -4.3625, 8.2741], [-0.3573, -4.7708, 8.4057], [0.7167, -3.9831, 9.1254], [-7.4732, 1.9706, -1.1244], [-7.0392, 1.1216, -1.2087], [-6.9919, 2.5462, -1.7188]],
  "forces_ev_per_a": [[-0.677, -0.335, 1.246], [0.937, -2.026, -0.231], [0.244, 0.348, -1.665], [-0.494, -0.625, 3.248], [-2.484, 1.389, -1.143], [-0.394, -0.688, 0.352], [2.274, -0.026, 0.204], [-0.065, 0.079, 0.050], [-0.914, -0.045, -0.121], [0.597, 0.827, -0.427], [-0.521, 0.182, -0.506], [0.057, 0.502, -0.004], [-0.105, 0.642, -0.305], [0.535, -0.001, 0.305], [0.369, 0.509, -0.111], [0.361, -0.836, -0.013], [-0.207, -0.033, 0.335], [-0.863, 0.290, 0.546], [1.002, 0.147, -0.412], [0.525, -0.374, -0.475], [0.233, -0.027, -0.435], [0.075, 0.069, -0.082], [-0.140, -0.197, -0.334], [-0.349, 0.215, -0.047], [2.119, -0.861, 0.912], [-2.551, -1.459, 0.556], [-1.277, -0.051, -1.428], [-0.184, 0.012, 1.142], [1.812, -0.394, 1.334], [0.297, 0.148, -1.785], [-0.941, -0.358, -0.548], [-0.751, 0.077, 0.631], [0.059, 0.715, 0.911], [0.551, 0.143, 0.434], [-0.324, 0.068, -0.003], [-0.992, 0.045, -0.772], [-0.258, 1.181, -0.361], [1.412, 0.203, -0.408], [0.140, -0.034, 0.615], [0.093, 0.252, -0.731], [-0.569, 0.520, -0.193], [-0.504, 0.703, 0.297], [0.232, -0.124, 0.843], [0.399, -0.460, -0.159], [0.396, 0.363, -0.208], [0.450, -0.192, -1.197], [-0.281, 0.009, 0.326], [0.660, -0.495, -0.186], [-0.323, -0.835, -0.644], [0.960, -0.376, -0.197], [-1.057, 0.826, 1.880], [1.204, 1.604, -1.454], [0.166, -1.697, 1.069], [0.946, 1.858, -1.269], [-0.574, -2.607, 0.529], [0.372, 2.034, 1.143], [-0.136, -0.323, -0.143], [-0.527, -0.724, 0.222], [1.086, 0.436, 0.751], [-0.567, 0.318, -0.141], [0.571, -0.311, -0.167], [-0.285, -0.192, 0.237], [-0.281, -0.151, -0.765], [-0.891, 0.871, 0.172], [-0.349, -0.015, -0.054], [-0.412, -0.454, -0.180], [0.324, -0.022, -0.413], [0.132, -0.255, 0.158], [-0.702, 0.046, -0.433], [0.192, 0.094, -0.158], [0.166, -0.184, 0.113], [-0.019, 0.060, -0.253], [1.496, 0.341, -0.671], [-1.070, 0.319, -0.149], [0.519, -0.125, -1.535], [1.091, 0.540, 1.235], [0.138, -1.828, 2.103], [-0.887, 0.119, -1.762], [2.009, 1.466, 1.249], [-0.160, 0.793, 0.258], [-0.240, -0.456, 0.456], [0.248, -0.552, 0.437], [-0.421, 0.840, -0.339], [-0.333, -0.598, 1.157], [-0.141, 0.048, -0.048], [0.121, 0.001, 0.123], [-1.020, -0.170, -0.248], [0.359, 0.097, -0.227], [-1.185, 0.695, -0.869], [0.203, -0.086, -0.286], [-0.276, -0.061, -0.019], [-0.663, 0.282, -0.378], [0.456, -0.558, -0.711], [-1.070, -0.312, -0.065], [0.365, -0.115, 0.249], [0.450, -0.692, 0.034], [1.115, 0.354, -0.740], [-0.311, 1.248, 1.465], [0.466, -1.275, -0.780], [-1.733, 0.472, 0.389], [0.710, -0.903, 0.636], [0.081, 0.219, 0.810], [0.514, 1.465, -0.495], [-2.139, 0.061, 0.384], [0.711, -0.044, 0.899], [0.068, 0.294, -0.218], [-0.292, 0.150, 0.278], [0.277, -0.212, -0.608], [-0.206, -0.053, 0.117], [-0.309, 0.255, -0.322], [0.345, 0.256, -0.390], [0.320, -0.052, 0.368], [0.021, -0.589, -0.130], [-0.194, -0.795, 0.414], [0.323, 0.077, -1.126], [-0.658, -0.818, -0.866], [0.081, 0.804, 0.539], [0.636, -0.211, 0.150], [-0.575, -0.474, 0.134], [0.749, -0.236, -0.908], [-0.620, 0.469, 0.237], [-0.030, -0.062, -0.163], [-0.335, -0.195, 0.397], [0.795, -1.363, -0.894], [1.129, 0.143, 0.579], [-1.219, -0.368, 0.651], [-0.182, 1.389, 0.531], [0.804, -1.091, -1.225], [-1.006, 0.941, 0.759], [-0.019, 0.323, -0.189], [-0.229, 0.073, -0.056], [0.549, 0.513, 0.103], [-0.262, 0.140, 0.285], [-0.231, -0.587, -0.315], [0.647, 0.511, -0.265], [-0.431, -0.024, -0.252], [-0.490, 0.954, 0.039], [0.702, -0.528, -0.072], [0.072, -0.466, 0.174], [-0.220, 0.005, -0.002], [0.347, 0.519, -0.475], [0.302, -0.169, 0.540], [-0.301, -0.016, -0.505], [0.224, -1.103, 0.117], [-0.870, 0.837, -0.594], [0.160, -0.146, 0.838], [-0.518, 0.001, 1.358], [2.644, -0.058, -2.650], [-0.010, 1.551, 2.281], [-1.187, -0.416, -0.584], [-1.124, -0.420, 1.786], [0.779, -0.188, -1.293], [0.564, -0.558, -0.152], [-0.435, -0.272, 0.089], [0.590, -0.355, 0.273], [0.606, -0.324, 0.462], [0.196, 0.651, 0.182], [-0.546, -0.411, -0.684], [-0.674, 0.867, -0.359], [-0.138, -0.895, 0.278], [-0.065, 0.028, -0.126], [-0.092, -0.249, 0.014], [0.269, 0.092, -0.590], [-0.211, 0.505, 0.057], [0.237, -0.335, -0.059], [-0.155, 0.184, -0.026], [-0.147, 0.302, -0.393], [0.121, -0.385, -0.107], [1.779, 0.814, -0.650], [-0.767, -1.662, -0.146], [0.271, -0.486, 1.267], [1.566, 1.300, -0.385], [-0.094, -0.687, -0.184], [0.316, -0.610, 1.357], [0.254, 0.014, -1.177], [-0.615, 1.987, -1.303], [0.106, -2.417, 0.129], [-1.278, 0.550, 0.173], [0.126, 0.627, 1.008], [-0.820, -0.187, -0.618], [-0.378, -0.461, -0.452], [-0.187, 0.052, 0.102], [-0.132, -0.426, 0.364], [-0.292, 0.284, -0.184], [0.243, 0.213, -0.158], [-0.334, -0.396, 0.311], [-0.766, 0.160, 0.372], [-0.032, 0.613, -0.070], [0.476, 0.020, -0.540], [-0.077, -0.134, -0.033], [-0.584, 0.545, 0.879], [1.231, 0.294, -0.062], [-1.145, -0.168, 1.208], [-0.547, -0.517, -1.492], [-1.728, -1.334, 0.463], [2.570, 2.470, 0.856], [0.008, 0.137, 0.212], [0.276, -0.341, -0.626], [0.858, 0.541, 0.133], [-0.753, -1.079, -0.421], [0.564, 0.352, -0.205], [-0.108, -0.063, -0.126], [-0.314, 0.292, 0.176], [-0.268, -0.556, 0.381], [0.366, 0.537, -1.401], [0.344, -0.009, 0.431], [0.259, 0.181, 0.087], [-0.169, -0.413, 0.286], [-0.359, 0.468, -0.224], [-0.203, 0.005, 0.016], [0.437, -0.453, 0.384], [-0.073, -0.065, -0.156], [0.115, 0.021, -0.204], [-0.225, -0.124, -0.018], [0.113, 0.122, 0.236], [-0.219, 0.048, 0.128], [0.121, -0.219, 0.013], [0.113, 0.172, -0.132]]
}